(1)
{
  "formula": "C24H38Br3IN2O20PS4",
  "method": "wB97M-V/def2-TZVPD",
  "species": ["C", "C", "O", "N", "C", "C", "C", "C", "C", "N", "C", "C", "C", "C", "O", "O", "I", "C", "C", "Br", "C", "C", "Br", "C", "P", "O", "Br", "H", "H", "H", "H", "H", "H", "H", "H", "H", "H", "H", "H", "H", "H", "H", "H", "H", "H", "H", "H", "H", "H", "C", "C", "O", "S", "O", "O", "O", "H", "H", "H", "H", "C", "C", "O", "S", "O", "O", "O", "H", "H", "H", "H", "C", "C", "O", "S", "O", "O", "O", "H", "H", "H", "H", "C", "C", "O", "S", "O", "O", "O", "H", "H", "H", "H"],
  "positions_angstrom": [[4.4680, 0.6471, -0.9552], [4.7393, 0.3692, 0.5143], [4.8765, -0.7831, 0.8625], [4.8092, 1.4058, 1.4587], [3.9952, 1.1589, 2.6545], [4.7066, 2.7777, 0.9677], [3.2827, 3.2372, 0.5658], [3.3328, 4.2788, -0.5502], [2.0201, 4.5176, -1.3228], [1.2831, 3.2458, -1.5534], [1.6717, 2.5660, -2.6391], [1.1096, 1.3628, -2.9678], [0.1442, 0.8210, -2.1370], [-0.4163, -0.5200, -2.5844], [-0.4272, -1.4946, -1.8917], [-0.8690, -0.4676, -3.8441], [0.2623, -1.6702, -5.1051], [-0.2495, 1.5116, -0.9770], [-1.2864, 0.9592, -0.0278], [-2.9043, 0.5103, -1.0194], [-0.7767, -0.1383, 0.9683], [-1.5565, -1.4422, 1.0272], [1.1398, -0.5067, 0.7815], [0.3304, 2.7540, -0.7175], [-0.1251, 3.9026, 0.7194], [-1.7333, 3.8871, 0.5432], [0.2046, 2.5811, 2.4520], [4.8636, 1.5899, -1.3256], [3.3875, 0.5997, -1.1105], [4.9009, -0.1767, -1.5175], [4.3695, 1.7829, 3.4660], [2.9278, 1.3175, 2.4841], [4.1303, 0.1252, 2.9633], [5.3921, 2.9015, 0.1310], [5.0728, 3.4264, 1.7658], [2.8005, 3.6636, 1.4456], [2.7145, 2.3429, 0.2968], [4.0972, 4.0264, -1.2901], [3.6514, 5.2262, -0.1112], [1.3820, 5.2746, -0.8862], [2.2803, 4.8686, -2.3199], [2.4447, 3.0069, -3.2515], [1.4347, 0.8488, -3.8603], [-1.6153, 1.7831, 0.5943], [-0.8449, 0.3058, 1.9555], [-1.6595, -1.9267, 0.0622], [-0.9946, -2.1214, 1.6721], [-2.5230, -1.2827, 1.5049], [-2.0340, 4.8116, 0.6333], [-2.7909, -2.1636, 4.5901], [-2.1793, -2.3746, 5.9575], [-0.9785, -1.5768, 5.9237], [-1.2186, -0.2797, 5.0370], [-1.5337, 0.8263, 5.8656], [-0.1734, -0.1904, 4.0749], [-2.5519, -0.7677, 4.3081], [-2.2910, -2.7611, 3.8316], [-3.8588, -2.3607, 4.5692], [-1.9246, -3.4118, 6.1459], [-2.8232, -1.9971, 6.7537], [-1.8610, -7.7392, 2.0583], [-1.6916, -6.4038, 1.3616], [-2.7720, -5.6081, 1.8771], [-3.0697, -6.0167, 3.3925], [-2.4018, -5.1068, 4.2590], [-4.4557, -6.2636, 3.5300], [-2.2589, -7.3881, 3.3939], [-2.6531, -8.3366, 1.6045], [-0.9411, -8.3153, 2.0972], [-1.7785, -6.4727, 0.2814], [-0.7468, -5.9257, 1.6271], [-5.8659, 7.0326, -0.2520], [-6.3141, 5.8538, 0.5886], [-5.1079, 5.4286, 1.2501], [-4.1946, 6.6954, 1.5636], [-4.3815, 7.1235, 2.8965], [-2.8835, 6.4186, 1.0713], [-4.9180, 7.7194, 0.5848], [-5.3577, 6.7104, -1.1622], [-6.6779, 7.7082, -0.5038], [-6.7083, 5.0343, -0.0045], [-7.0422, 6.1464, 1.3463], [3.5785, -5.5678, -7.6298], [2.6676, -6.4643, -6.8156], [1.8372, -5.5316, -6.0887], [1.5711, -4.2541, -6.9812], [0.3090, -4.3206, -7.6089], [1.9091, -3.0974, -6.1826], [2.7181, -4.4830, -8.0429], [4.3878, -5.1555, -7.0266], [3.9855, -6.0571, -8.5091], [3.2061, -7.0912, -6.1122], [2.0253, -7.0798, -7.4462]],
  "forces_ev_per_a": [[0.306, -0.022, 0.017], [0.368, -0.218, 0.340], [-0.305, -0.017, 0.055], [-1.005, 0.159, -0.958], [0.708, -0.356, 0.455], [-0.082, 0.035, 0.237], [0.377, -0.105, 0.137], [-0.183, -0.001, 0.064], [0.525, 0.134, -0.148], [-0.099, 0.059, -0.135], [0.117, -0.215, -0.185], [0.013, 0.057, 0.160], [-0.274, 0.018, 0.070], [-0.635, -0.217, -0.156], [0.293, 0.122, 0.104], [0.647, 0.147, -0.190], [-0.400, 0.226, 0.676], [0.028, -0.170, -0.484], [0.303, 0.057, 0.365], [0.011, 0.044, 0.040], [-0.545, -0.235, -0.128], [0.465, -0.249, 0.150], [0.008, -0.047, 0.006], [-0.144, -0.035, 0.428], [0.164, 0.345, -0.042], [0.324, 0.067, -0.195], [0.067, 0.221, 0.137], [-0.097, 0.029, -0.047], [-0.017, 0.130, 0.066], [0.048, 0.034, -0.010], [-0.182, 0.131, -0.012], [0.038, 0.178, -0.024], [0.014, 0.011, -0.077], [0.038, 0.001, 0.017], [0.072, 0.001, -0.033], [-0.146, -0.027, -0.025], [-0.028, 0.058, -0.128], [0.025, -0.211, 0.080], [-0.058, 0.102, -0.159], [-0.159, -0.214, 0.226], [-0.117, 0.115, 0.026], [-0.014, 0.116, 0.073], [-0.040, 0.004, -0.040], [-0.174, -0.190, -0.114], [0.180, -0.051, -0.114], [-0.118, 0.078, -0.070], [-0.055, 0.030, 0.037], [-0.100, 0.107, -0.204], [-0.495, 0.099, 0.171], [0.104, -0.225, -0.138], [-0.304, 0.029, 0.185], [0.062, 0.021, -0.293], [-0.284, -0.279, 0.216], [0.064, 0.135, -0.133], [0.184, 0.100, 0.039], [0.003, 0.095, 0.209], [0.015, -0.013, 0.011], [-0.025, 0.169, -0.017], [0.196, 0.034, -0.051], [0.002, 0.004, -0.023], [-0.135, -0.134, -0.246], [0.312, 0.024, 0.060], [-0.133, -0.148, 0.040], [0.156, -0.189, -0.233], [-0.057, -0.032, 0.148], [-0.075, 0.131, 0.053], [0.089, 0.213, 0.019], [0.006, 0.020, -0.007], [0.006, 0.030, 0.177], [-0.163, 0.083, 0.010], [-0.002, -0.026, -0.006], [0.003, -0.181, -0.263], [-0.283, 0.160, 0.109], [0.227, 0.070, -0.188], [-0.514, 0.016, -0.027], [0.185, 0.069, 0.016], [0.260, -0.193, -0.050], [0.012, -0.097, 0.170], [-0.010, -0.003, 0.014], [0.070, 0.121, 0.118], [0.158, -0.103, 0.044], [0.006, 0.013, -0.019], [0.254, -0.053, 0.211], [-0.045, -0.205, -0.258], [0.174, 0.151, 0.022], [0.251, -0.133, -0.003], [-0.083, 0.179, -0.014], [-0.014, -0.351, -0.446], [-0.140, -0.077, 0.056], [-0.019, 0.005, -0.004], [-0.127, 0.105, -0.114], [-0.073, 0.117, 0.155], [0.018, 0.013, -0.008]],
  "charge": 1,
  "energy_ev": -340283.787,
  "orbital_gap_ev": 7.386,
  "spin_multiplicity": 1
}

(2)
{
  "formula": "C26H44Cl2N6O7",
  "method": "wB97M-V/def2-TZVPD",
  "species": ["C", "C", "Cl", "C", "Cl", "C", "C", "C", "C", "C", "C", "C", "O", "N", "C", "O", "H", "H", "H", "H", "H", "H", "H", "H", "H", "C", "N", "C", "C", "O", "H", "H", "H", "H", "H", "H", "H", "C", "N", "C", "C", "O", "H", "H", "H", "H", "H", "H", "H", "C", "N", "C", "C", "O", "H", "H", "H", "H", "H", "H", "H", "C", "N", "C", "C", "O", "H", "H", "H", "H", "H", "H", "H", "C", "N", "C", "C", "O", "H", "H", "H", "H", "H", "H", "H"],
  "positions_angstrom": [[2.6089, -4.1626, 5.2700], [2.6791, -2.7165, 4.5429], [2.5094, -1.3215, 5.7451], [1.7161, -2.5878, 3.2681], [2.0353, -4.0118, 2.1317], [0.1595, -2.5541, 3.5996], [-0.6131, -1.1997, 3.4083], [-2.1484, -1.0463, 3.6560], [-2.9583, -2.2750, 4.1156], [-2.2058, -3.6206, 4.3141], [-0.6942, -3.7683, 4.0673], [-3.3293, -4.6620, 4.7452], [-3.2273, -5.8215, 5.2298], [-4.5790, -3.9769, 4.3935], [-4.5035, -2.4938, 4.4160], [-5.4422, -1.7036, 4.6355], [3.4227, -4.1215, 6.0901], [2.9145, -5.0215, 4.5788], [1.6219, -4.3471, 5.8113], [3.7586, -2.6447, 4.1359], [1.9645, -1.6386, 2.6660], [-0.0595, -0.2674, 3.0617], [-2.7016, -0.0671, 3.4802], [-0.2097, -4.7869, 4.2295], [-5.4558, -4.3651, 4.7643], [-2.5677, 2.6426, -0.0367], [-1.3148, 2.5100, 0.6797], [-1.0382, 3.4129, 1.7801], [-0.3864, 1.5638, 0.3531], [0.6845, 1.4010, 0.9154], [-2.6246, 3.6449, -0.4698], [-3.3945, 2.4985, 0.6639], [-2.6417, 1.9023, -0.8356], [-0.1228, 3.9697, 1.5654], [-0.8876, 2.8304, 2.6927], [-1.8662, 4.1086, 1.9214], [-0.6939, 0.9312, -0.4951], [-5.4124, -0.4366, -3.9935], [-4.0558, -0.0810, -3.6303], [-3.3804, 0.9652, -4.3748], [-3.3935, -0.6984, -2.6110], [-2.2561, -0.4461, -2.2580], [-5.4260, -0.7753, -5.0327], [-6.0519, 0.4434, -3.8877], [-5.7926, -1.2338, -3.3528], [-2.4740, 0.5547, -4.8275], [-3.0966, 1.7676, -3.6891], [-4.0324, 1.3622, -5.1538], [-3.9948, -1.4755, -2.1124], [1.2015, 2.9246, -5.0332], [0.2437, 3.5350, -4.1306], [0.2750, 3.1779, -2.7261], [-0.6849, 4.4332, -4.5611], [-1.5160, 4.9802, -3.8568], [1.0673, 1.8412, -5.0138], [2.2124, 3.1743, -4.7001], [1.0626, 3.2831, -6.0506], [-0.6916, 2.7522, -2.4444], [0.4481, 4.0788, -2.1318], [1.0660, 2.4526, -2.5321], [-0.6221, 4.6335, -5.6433], [6.7122, -0.8308, 7.9420], [6.7104, -2.0554, 7.1683], [7.7308, -3.0525, 7.4291], [5.7796, -2.2998, 6.2030], [5.7226, -3.3067, 5.5183], [7.6613, -0.3117, 7.7852], [6.6017, -1.0781, 9.0009], [5.8928, -0.1765, 7.6402], [8.3039, -3.2261, 6.5150], [7.2501, -3.9884, 7.7240], [8.3992, -2.7172, 8.2230], [5.0531, -1.4805, 6.0860], [-1.8743, 1.8200, -9.2942], [-0.5179, 2.1803, -8.9352], [0.1516, 3.2283, -9.6819], [0.1494, 1.5654, -7.9177], [1.2866, 1.8206, -7.5667], [-1.8898, 1.4810, -10.3332], [-2.5165, 2.6980, -9.1869], [-2.2499, 1.0217, -8.6521], [1.0575, 2.8210, -10.1371], [0.4344, 4.0315, -8.9972], [-0.5041, 3.6227, -10.4590], [-0.4488, 0.7863, -7.4175]],
  "forces_ev_per_a": [[0.753, 0.873, 1.075], [1.146, -1.895, -1.046], [-0.406, -1.028, -1.033], [-1.133, 0.850, 0.516], [-0.079, 0.970, 0.755], [-4.141, 0.969, 0.514], [-1.769, -2.482, 0.921], [1.154, -3.439, 0.638], [3.769, -0.107, -0.593], [0.786, 2.749, -0.755], [-1.436, 2.402, -0.227], [0.670, -1.458, 0.123], [-0.558, 4.615, -1.978], [0.293, 0.927, 1.518], [0.182, 0.031, -0.013], [3.273, -2.847, -0.947], [-1.326, -0.090, -1.347], [-0.693, 1.449, 0.807], [1.182, 0.251, -1.002], [-1.783, 0.043, 0.736], [-0.374, -1.522, 1.013], [-0.699, -1.480, 0.442], [1.078, -1.437, 0.260], [-0.770, 1.614, -0.335], [0.662, 0.102, -0.161], [0.111, 0.135, 0.133], [0.496, -0.627, -0.259], [0.252, -0.158, -0.016], [-0.371, 0.187, -0.062], [-0.254, 0.219, 0.181], [-0.174, -0.071, -0.070], [-0.110, 0.034, -0.159], [0.117, 0.000, 0.108], [-0.061, 0.036, 0.181], [0.042, 0.188, 0.045], [0.051, -0.125, -0.095], [-0.113, 0.043, 0.003], [0.181, 0.181, -0.086], [0.198, -0.477, 0.604], [0.242, -0.055, 0.213], [-0.216, 0.194, -0.346], [-0.133, 0.218, -0.150], [-0.201, -0.019, 0.048], [-0.136, -0.139, -0.068], [0.113, 0.082, -0.027], [0.006, 0.171, -0.017], [0.069, 0.066, -0.203], [-0.003, -0.092, 0.138], [-0.071, 0.004, -0.054], [-0.092, 0.169, 0.484], [-0.516, 0.564, -0.419], [-0.233, 0.224, 0.029], [0.409, -0.408, 0.307], [0.094, -0.179, 0.046], [0.172, 0.073, -0.155], [0.044, -0.127, -0.133], [0.001, 0.027, 0.299], [0.106, -0.009, 0.154], [-0.036, -0.146, 0.130], [-0.088, 0.079, -0.113], [0.091, -0.057, -0.048], [0.137, -0.220, -0.020], [-0.595, -0.021, -0.523], [-0.138, -0.158, -0.215], [0.389, 0.285, 0.348], [0.215, 0.027, 0.190], [-0.090, 0.127, 0.132], [0.014, 0.205, 0.013], [0.055, -0.131, -0.029], [0.046, -0.118, 0.137], [0.187, -0.019, -0.019], [-0.134, 0.045, -0.086], [0.150, 0.005, 0.090], [0.177, 0.191, -0.092], [0.159, -0.468, 0.664], [0.253, -0.058, 0.171], [-0.101, 0.138, -0.458], [-0.232, -0.117, -0.655], [-0.199, -0.019, 0.053], [-0.138, -0.138, -0.069], [0.116, 0.076, -0.025], [-0.017, 0.182, -0.018], [0.063, 0.036, -0.183], [0.005, -0.110, 0.130], [-0.091, -0.004, -0.043]],
  "e_above_lowest_kcal_mol": 88.60,
  "charge": 0,
  "energy_ev": -75990.171,
  "smiles": "C[C@H](Cl)[C@@H](Cl)c1ccc2c(c1)C(=O)NC2=O.CN(C)C=O.CN(C)C=O.CN(C)C=O.CN(C)C=O.CN(C)C=O",
  "orbital_gap_ev": 8.253,
  "spin_multiplicity": 1
}

(3)
{
  "formula": "C3H7NOS",
  "method": "wB97M-V/def2-TZVPD",
  "species": ["C", "C", "C", "N", "O", "S", "H", "H", "H", "H", "H", "H", "H"],
  "positions_angstrom": [[0.9585, 0.3571, -1.1250], [-0.2779, 0.7406, -0.8281], [-0.8531, 0.6206, 0.6050], [0.8147, -1.4745, 1.2233], [-0.3705, 0.1921, 3.0652], [0.4308, 0.1953, 1.8893], [1.3741, 0.4766, -2.1286], [-1.0560, 1.1709, -1.4655], [1.7408, 0.1259, -0.4221], [-1.4335, 1.5515, 1.0157], [-1.6788, -0.2721, 0.5714], [1.7183, -1.5988, 1.7045], [0.9175, -1.4105, 0.2846]],
  "forces_ev_per_a": [[0.256, 1.235, -1.484], [-0.833, 0.146, 2.106], [-1.424, -1.135, -0.417], [-0.723, 1.238, 5.652], [-1.162, -0.826, 2.654], [0.400, -0.071, -3.711], [-0.443, -0.091, 0.085], [0.750, -0.390, -0.558], [-0.255, -0.178, 0.328], [1.365, -1.601, -0.850], [2.023, 1.975, 0.396], [-0.418, -0.439, -0.734], [0.464, 0.137, -3.466]],
  "e_above_lowest_kcal_mol": 76.99,
  "charge": 0,
  "energy_ev": -17594.591,
  "orbital_gap_ev": 9.849,
  "spin_multiplicity": 1
}